12
Properties=species:S:1:pos:R:3 method="wB97M-V/def2-TZVPD" max_force_ev_per_a=2.1 e_tot_ev=-24728.8509 lumo_energy_ev=-0.9 homo_lumo_gap_ha=0.2548
O 0.88497 -0.50513 -2.04570
C -0.05802 0.49940 1.36666
C -0.91433 1.50264 1.05393
H -0.22828 0.09296 2.37800
H -0.74460 2.13674 0.17390
H -1.75365 1.79335 1.70206
Ca 1.26630 -0.50976 -0.08722
C -0.16214 -0.35654 -2.88530
C -1.28585 -1.09996 -2.85657
H 0.06734 0.25011 -3.77586
H -1.52296 -1.71659 -1.98404
H -1.87800 -1.21987 -3.76398